Record 1
The following is a DFT calculation (ωB97M-V/def2-TZVPD) of 2 unconnected molecules or ions with the total composition C2H6O2S2.

Calculated values
energy above the lowest of the compared OMol25 structures with the same formula, charge and spin	64.15	kcal per mole
charge	0
orbital gap	0.3169	Eh
DFT total energy	-27934.1307	eV
highest occupied orbital energy	-8.90	eV
F_max	0.0703	Eh/bohr

Element x y z (Å)
1 S 2.90047 -0.76213 0.53625
2 H -1.92158 -1.03468 1.21913
3 H 2.13592 0.42229 -0.98969
4 H -3.18138 0.04892 0.44460
5 H -1.23482 0.69315 -1.17585
6 C -1.28755 0.34667 -0.22068
7 S 0.11477 0.61633 0.54055
8 O 0.97938 1.48350 -0.28014
9 C -2.24794 -0.58475 0.28310
10 H 3.36422 0.36705 1.06849
11 O 2.98927 -0.14696 -1.01379
12 H -2.61075 -1.44939 -0.41198

=====

Record 2
The following is a DFT calculation (ωB97M-V/def2-TZVPD) of 2 unconnected molecules or ions with the total composition C24H42NO.

Calculated values
charge	0
<S²>	0.75
orbital gap (spin up / spin down)	0.3540 / 0.3358	Eh
DFT total energy	-29096.9047	eV
2S+1	2
highest occupied orbital energy (spin up / spin down)	-8.92 / -9.40	eV
F_max	0.0730	Eh/bohr

Element x y z (Å)
1 H -0.15138 7.08011 0.72769
2 H -1.81806 -3.27094 3.54715
3 H 1.16775 3.69819 -1.57392
4 C 1.91943 -1.70656 -1.58427
5 C 2.37711 -0.23571 -2.14062
6 H 2.87119 1.35377 -0.42944
7 H -3.42856 -0.79687 4.60999
8 H -2.27433 1.05585 -2.13262
9 H -0.95029 0.87366 0.30319
10 H -1.41597 -1.21560 -1.11105
11 H -3.32366 -2.79733 -0.92901
12 C 0.43885 -2.21173 -2.07066
13 H -1.02400 -1.94026 5.41746
14 H -1.64851 -3.64934 -2.64700
15 C 0.36195 5.34674 -0.44426
16 N 1.25368 0.69306 -2.53135
17 H 4.14399 1.16509 -1.80653
18 H -3.53650 -4.64757 1.34731
19 H -1.58632 -4.46412 1.23912
20 H -2.56341 -0.28179 3.00387
21 C -1.10869 -1.02278 4.68711
22 H 2.86993 -1.36408 -4.18559
23 H 3.66630 0.43750 -4.03337
24 H -3.74485 -3.07637 3.64397
25 H -2.03066 -1.77349 1.12764
26 C -2.73633 -2.58420 3.23762
27 C 3.00933 6.16515 -0.12961
28 C -0.08480 -3.38989 -1.00518
29 H 4.10502 -0.18752 -0.49549
30 C -0.01311 0.47590 -1.73947
31 C 0.65287 6.50053 0.28312
32 H 4.32159 -1.01968 -3.03467
33 H 2.20388 7.81242 1.00193
34 H -3.94404 -2.06545 1.35045
35 C 0.15941 0.78909 -0.10579
36 H -0.23733 -1.07825 3.88327
37 C 2.71910 5.00631 -0.84910
38 H -1.00529 1.97967 -3.30632
39 H -1.25319 -5.27023 -1.75614
40 H 3.52411 4.42156 -1.28584
41 H -0.22115 -2.87858 0.06472
42 H 0.24654 0.51194 5.78332
43 H -1.32588 1.31602 5.02738
44 C -2.54115 -1.08250 3.88105
45 C 3.41146 0.55337 -1.08905
46 H -1.13860 2.46537 -1.48507
47 H -3.59604 -4.66074 -1.01950
48 C 1.97706 6.91120 0.43837
49 H 0.60461 -0.19494 0.35872
50 C -2.62027 -4.00710 0.93416
51 H -0.67040 5.02973 -0.57043
52 H -1.28827 -1.06113 -3.03891
53 H -1.48280 0.21153 6.60831
54 O 1.06353 0.48926 -3.85537
55 H 0.54451 -2.73786 -3.12491
56 C -2.86013 -2.48291 1.57768
57 C -2.79762 -3.83850 -0.68749
58 H 0.72644 -4.23392 -0.83935
59 C -1.44274 -4.11601 -1.56781
60 C -1.19489 1.55202 -2.23435
61 C 1.39446 4.59857 -1.00910
62 C -0.91676 0.36383 5.59264
63 C 3.32527 -0.54010 -3.48548
64 H 0.79304 1.75299 0.09487
65 C -0.69307 -1.02769 -2.01204
66 H 4.04100 6.48670 -0.01071
67 H 2.72491 -2.48390 -1.99707
68 H 2.05071 -1.70151 -0.41817

=====

Record 3
The following is a DFT calculation (ωB97M-V/def2-TZVPD) of 2 unconnected molecules or ions with the total composition C4H12.

Calculated values
energy above the lowest of the compared OMol25 structures with the same formula, charge and spin	4.30	kcal per mole
charge	0
SMILES	CC.CC
orbital gap	0.4693	Eh
DFT total energy	-4342.3419	eV
highest occupied orbital energy	-11.63	eV
F_max	0.0231	Eh/bohr

Element x y z (Å)
1 H -0.96193 0.24079 1.33501
2 H 3.75307 -0.10595 -1.51132
3 H 3.10334 -0.56977 0.02376
4 H 1.34586 0.98722 -1.87926
5 C -1.59740 -0.47809 0.82270
6 C 2.80987 -0.29915 -0.98332
7 C 1.90505 0.92624 -0.95045
8 H -1.30482 -1.49810 1.09972
9 C -3.08178 -0.16164 1.12038
10 H -1.46219 -0.38608 -0.25085
11 H 2.34143 -1.14549 -1.48476
12 H -3.70759 -0.39056 0.26209
13 H 1.13321 0.80393 -0.18285
14 H 2.35114 1.87873 -0.69780
15 H -3.16526 0.90453 1.28876
16 H -3.46200 -0.70662 1.98819

=====

Record 4
The following is a DFT calculation (ωB97M-V/def2-TZVPD) of a molecular structure, C12H38AlB2N2O4.

Calculated values
charge	0
<S²>	0.75
orbital gap (spin up / spin down)	0.3249 / 0.2128	Eh
DFT total energy	-32168.6968	eV
2S+1	2
highest occupied orbital energy (spin up / spin down)	-8.47 / -8.88	eV
F_max	0.0944	Eh/bohr

Element x y z (Å)
1 C -2.54839 6.57171 11.75777
2 Al -3.11834 2.83581 10.90526
3 H -5.64919 1.99068 10.82968
4 H -3.87706 6.28911 10.17316
5 B -2.42886 2.59796 8.03629
6 H -0.97242 0.51074 14.36596
7 H 0.00975 5.61292 8.80152
8 H -4.41292 1.22701 14.37772
9 H 0.79450 3.33313 11.62923
10 H 0.44351 -0.00617 12.47085
11 C 0.75597 4.25612 11.05069
12 H -0.03407 6.50357 10.25674
13 C -1.41070 0.32045 13.38627
14 H -5.50723 5.07117 14.12017
15 H -2.36932 3.61889 8.38039
16 C -4.52492 4.59878 14.12165
17 H -3.08155 0.81814 15.43541
18 N -2.99345 5.91277 10.48570
19 C -0.57212 5.72468 9.71642
20 O -0.52485 4.48069 10.50897
21 H -1.20660 -1.01529 9.42105
22 H -2.14112 7.20223 9.20404
23 C -1.38639 -0.73539 10.45904
24 H -3.16281 -0.88581 11.75652
25 H -2.20401 2.40088 6.99955
26 H -3.00989 6.55675 13.84332
27 O -2.60935 1.08751 13.38444
28 O -3.63463 0.10269 9.98938
29 H -4.66580 3.54442 14.35948
30 H 1.08913 4.93154 11.83868
31 H -1.52831 6.38346 12.09260
32 H -1.83434 2.03034 8.73530
33 H -4.08039 4.95664 15.05033
34 H 1.51694 4.12570 10.28127
35 N -0.84579 0.56841 10.90971
36 C -0.44507 0.61116 12.33884
37 H -3.44651 2.27233 8.18658
38 C -2.05763 6.13019 9.38252
39 B -5.69442 1.83699 11.89672
40 H -4.00428 -1.27842 8.44789
41 C -3.70305 -0.24351 8.61020
42 H -4.36263 0.42657 8.05881
43 H -1.53666 -0.75756 13.28571
44 H -4.82731 1.31241 12.26710
45 H -0.96949 -1.61108 10.95650
46 H 0.04657 0.71002 10.45834
47 H -2.73706 -0.15946 8.11233
48 H -2.56670 7.66084 11.71850
49 C -3.47654 0.67154 14.43013
50 H -3.67756 -0.39358 14.31515
51 H -2.46283 5.63299 8.50122
52 C -3.49238 6.25235 12.91453
53 H 0.02772 1.57563 12.52418
54 C -2.90091 -0.90507 10.69863
55 H -3.07298 -1.96037 10.48686
56 H -6.64819 1.38787 12.12664
57 H -5.61098 2.80864 12.35843
58 O -3.80514 4.85827 12.93981
59 H -4.38600 6.87478 12.86833